No. 1
{
  "formula": "C4H13N2",
  "method": "ωB97M-V/def2-TZVPD",
  "species": ["N", "N", "C", "C", "C", "C", "H", "H", "H", "H", "H", "H", "H", "H", "H", "H", "H", "H", "H"],
  "coordinates": [[-0.14, 0.36, -2.58], [0.39, 0.25, 1.47], [0.91, -0.18, 0.15], [-1.41, -1.12, 0.04], [0.24, 1.71, 1.70], [0.11, -1.29, -0.39], [-0.30, 1.92, 2.63], [-1.69, -0.08, -0.02], [-0.50, 1.30, -2.43], [1.10, -0.12, 2.10], [0.17, 0.21, -3.54], [-2.11, -1.59, -0.65], [0.00, -1.45, -1.45], [0.51, -2.24, 0.04], [1.97, -0.25, 0.31], [-1.38, -1.38, 1.10], [0.52, 0.22, -1.84], [-0.31, 2.07, 0.82], [1.18, 2.27, 1.65]],
  "total_charge": 1,
  "e_above_lowest_kcal_mol": 133.3,
  "homo_lumo_gap_ha": 0.241,
  "homo_energy_ev": -14.22
}

---

No. 2
{
  "formula": "C4H13N2",
  "method": "ωB97M-V/def2-TZVPD",
  "species": ["N", "N", "C", "C", "C", "C", "H", "H", "H", "H", "H", "H", "H", "H", "H", "H", "H", "H", "H"],
  "coordinates": [[-0.68, -1.06, 0.46], [0.00, 1.45, -0.14], [-0.38, -1.61, 1.83], [0.53, -0.90, -0.45], [1.10, 0.50, -0.22], [-0.53, 1.85, -1.46], [-1.13, 1.03, -1.86], [-0.95, -1.02, 2.55], [0.27, 2.29, 0.36], [0.29, 1.98, -2.16], [0.68, -1.47, 2.01], [1.80, 0.72, -1.01], [-0.67, -2.65, 1.85], [0.24, -1.13, -1.48], [-1.11, 2.75, -1.35], [-1.41, -1.59, 0.01], [1.23, -1.67, -0.18], [1.69, 0.56, 0.71], [-0.97, -0.05, 0.53]],
  "total_charge": 1,
  "e_above_lowest_kcal_mol": 23.3,
  "homo_lumo_gap_ha": 0.398,
  "smiles": "CNCC[NH2+]C",
  "homo_energy_ev": -13.84
}

---

No. 3
{
  "formula": "C4H13N2",
  "method": "ωB97M-V/def2-TZVPD",
  "species": ["N", "N", "C", "C", "C", "C", "H", "H", "H", "H", "H", "H", "H", "H", "H", "H", "H", "H", "H"],
  "coordinates": [[-2.94, 0.26, -0.06], [0.59, -0.49, -0.20], [3.65, 1.13, -0.53], [-0.98, -1.40, 1.29], [-0.73, -0.80, -0.12], [-1.56, 0.57, -0.20], [3.84, 2.12, -0.96], [-1.14, -1.48, -0.87], [-3.39, -0.33, -0.72], [4.39, 1.01, 0.26], [3.86, 0.38, -1.29], [-2.06, -1.38, 1.41], [-3.49, 1.09, 0.14], [-0.60, -0.75, 2.08], [2.64, 1.20, -0.16], [-1.28, 1.08, -1.12], [0.99, -1.03, -0.99], [-1.28, 1.18, 0.66], [-0.51, -2.37, 1.39]],
  "total_charge": 1,
  "e_above_lowest_kcal_mol": 131.6,
  "homo_lumo_gap_ha": 0.228,
  "homo_energy_ev": -14.65
}

---

No. 4
{
  "formula": "C4H13N2",
  "method": "ωB97M-V/def2-TZVPD",
  "species": ["N", "N", "C", "C", "C", "C", "H", "H", "H", "H", "H", "H", "H", "H", "H", "H", "H", "H", "H"],
  "coordinates": [[-1.39, 0.89, -0.61], [0.37, -0.63, 0.26], [0.38, 1.84, 0.73], [-0.37, -1.89, 0.39], [-0.54, 0.67, 0.45], [1.06, -0.58, -1.05], [-0.81, -1.97, 1.38], [0.95, 2.15, -0.14], [-1.20, 0.53, 1.45], [-1.02, 1.32, -1.44], [1.60, 0.36, -1.16], [0.30, -2.73, 0.23], [1.77, -1.40, -1.13], [-1.16, -1.93, -0.35], [1.08, -0.59, 1.00], [-0.23, 2.68, 1.04], [-2.19, 0.30, -0.74], [1.07, 1.62, 1.55], [0.33, -0.66, -1.85]],
  "total_charge": 1,
  "e_above_lowest_kcal_mol": 21.2,
  "homo_lumo_gap_ha": 0.424,
  "smiles": "C[C@@H](N)[NH+](C)C",
  "homo_energy_ev": -14.47
}

---

No. 5
{
  "formula": "C4H13N2",
  "method": "ωB97M-V/def2-TZVPD",
  "species": ["N", "N", "C", "C", "C", "C", "H", "H", "H", "H", "H", "H", "H", "H", "H", "H", "H", "H", "H"],
  "coordinates": [[-1.17, 0.01, 0.21], [0.67, 1.43, -1.03], [1.95, 1.49, -0.21], [-1.10, -1.43, -0.17], [0.19, -2.03, 0.32], [-1.98, 0.48, 1.10], [2.58, 2.26, -0.67], [0.21, -3.12, 0.18], [0.32, 2.37, -1.20], [2.46, 0.55, -0.21], [-1.19, -1.49, -1.25], [0.42, -1.79, 1.37], [-1.98, 1.53, 1.36], [0.92, 0.99, -1.94], [-1.96, -1.90, 0.33], [-2.72, -0.18, 1.60], [-0.35, 0.66, -0.33], [1.01, -1.62, -0.30], [1.70, 1.79, 0.84]],
  "total_charge": 1,
  "e_above_lowest_kcal_mol": 30.4,
  "homo_lumo_gap_ha": 0.395,
  "homo_energy_ev": -14.69
}

---

No. 6
{
  "formula": "C4H13N2O",
  "method": "ωB97M-V/def2-TZVPD",
  "species": ["O", "N", "N", "C", "C", "C", "C", "H", "H", "H", "H", "H", "H", "H", "H", "H", "H", "H", "H", "H"],
  "coordinates": [[2.64, -1.13, -2.73], [-1.14, 0.40, 0.81], [-3.84, -0.81, 2.12], [1.07, 1.16, -0.01], [2.60, -0.46, -1.46], [1.27, 0.41, -1.29], [0.33, 0.43, 1.05], [0.47, -0.34, -1.29], [-3.93, -0.56, 1.17], [3.45, 0.23, -1.47], [2.74, -1.16, -0.64], [1.79, -1.17, -3.24], [-1.63, 1.13, 1.40], [-4.64, -0.65, 2.74], [-3.45, -1.79, 2.03], [0.52, 0.86, 2.10], [0.54, -0.59, 1.19], [1.34, 1.09, -2.17], [1.02, 2.26, -0.11], [-1.17, 0.70, -0.20]],
  "total_charge": 0,
  "multiplicity": 2,
  "e_above_lowest_kcal_mol": 27.1,
  "homo_lumo_gap_ha": [0.327, 0.344],
  "homo_energy_ev": [-7.90, -9.30]
}

---

No. 7
{
  "formula": "C4H13N2O",
  "method": "ωB97M-V/def2-TZVPD",
  "species": ["O", "N", "N", "C", "C", "C", "C", "H", "H", "H", "H", "H", "H", "H", "H", "H", "H", "H", "H", "H"],
  "coordinates": [[-1.62, -1.28, -1.44], [-1.36, 0.02, 1.10], [0.86, 2.20, -1.45], [0.95, -0.80, 0.65], [1.36, 1.07, -0.87], [1.35, 0.64, 0.44], [-0.31, -1.02, 1.48], [0.92, 2.22, -2.45], [1.71, -1.39, 1.17], [-2.07, 0.09, 1.83], [-2.53, -1.59, -1.54], [0.78, -1.20, -0.35], [-1.75, -0.19, 0.17], [1.85, 0.35, -1.52], [-1.20, -1.65, -2.21], [1.06, 3.14, -1.12], [-0.88, 0.93, 1.11], [1.68, 1.32, 1.21], [-0.03, -0.87, 2.51], [-0.77, -1.99, 1.31]],
  "total_charge": 1,
  "e_above_lowest_kcal_mol": 60.3,
  "homo_lumo_gap_ha": 0.307,
  "homo_energy_ev": -11.41
}

---

No. 8
{
  "formula": "C4H13N2O",
  "method": "ωB97M-V/def2-TZVPD",
  "species": ["O", "N", "N", "C", "C", "C", "C", "H", "H", "H", "H", "H", "H", "H", "H", "H", "H", "H", "H", "H"],
  "coordinates": [[-0.66, -0.47, -0.79], [-2.39, -1.06, 0.53], [1.81, -0.04, -1.13], [-2.11, 1.33, 0.03], [2.86, 0.26, 1.04], [1.61, -0.07, 0.36], [-1.66, -0.10, -0.14], [3.18, 1.26, 0.96], [2.20, 0.92, -1.30], [-3.35, -0.90, 0.83], [2.63, 0.15, 2.15], [0.72, 0.64, 0.64], [-3.18, 1.47, -0.52], [3.75, -0.22, 0.97], [-1.31, 2.08, -0.41], [0.87, -0.30, -1.49], [-1.94, -1.96, 0.49], [2.45, -0.80, -1.45], [-2.19, 1.77, 1.13], [1.33, -1.14, 0.70]],
  "total_charge": 1,
  "e_above_lowest_kcal_mol": 42.6,
  "homo_lumo_gap_ha": 0.407,
  "homo_energy_ev": -14.09
}

---

No. 9
{
  "formula": "C4H13N2O",
  "method": "ωB97M-V/def2-TZVPD",
  "species": ["O", "N", "N", "C", "C", "C", "C", "H", "H", "H", "H", "H", "H", "H", "H", "H", "H", "H", "H", "H"],
  "coordinates": [[-2.92, 1.46, 0.42], [-0.41, 1.35, -2.09], [-1.22, -0.64, -0.07], [0.69, -1.94, -0.78], [-0.18, -0.80, -0.95], [0.17, 0.10, -1.93], [1.74, -1.69, 0.40], [1.11, -2.43, -1.72], [-1.39, 1.42, -2.24], [-2.64, 2.18, 1.00], [1.81, -2.37, 1.23], [0.11, 1.86, -2.85], [0.82, 3.33, 5.70], [-1.43, -1.59, 0.36], [1.03, 3.95, 5.45], [0.92, -0.32, -2.64], [-2.13, 0.88, 0.29], [1.22, -0.67, 0.80], [0.03, -2.77, -0.47], [2.70, -1.31, 0.06]],
  "total_charge": 1,
  "e_above_lowest_kcal_mol": 143.5,
  "homo_lumo_gap_ha": 0.232,
  "homo_energy_ev": -14.11
}

---

No. 10
{
  "formula": "C4H13N2O",
  "method": "ωB97M-V/def2-TZVPD",
  "species": ["O", "N", "N", "C", "C", "C", "C", "H", "H", "H", "H", "H", "H", "H", "H", "H", "H", "H", "H", "H"],
  "coordinates": [[-0.54, -1.86, -2.58], [-1.49, 0.65, -1.22], [0.60, -0.98, 0.01], [1.76, 1.41, 1.89], [-0.94, 0.85, 0.14], [0.59, 0.41, 2.01], [0.03, 0.07, 0.64], [-1.27, 1.72, 0.67], [1.25, -1.56, 0.51], [0.33, -1.23, -0.93], [-0.72, 0.50, -1.87], [2.74, 0.93, 2.02], [-2.03, -0.21, -1.28], [1.80, 1.82, 0.88], [-0.73, -2.81, -2.49], [-2.01, 1.46, -1.53], [1.71, 2.21, 2.61], [0.81, -0.54, 2.51], [-0.11, -1.75, -3.44], [-0.23, 0.91, 2.52]],
  "total_charge": 1,
  "e_above_lowest_kcal_mol": 34.4,
  "homo_lumo_gap_ha": 0.341,
  "homo_energy_ev": -12.58
}

---

No. 11
{
  "formula": "C4H13N2O",
  "method": "ωB97M-V/def2-TZVPD",
  "species": ["O", "N", "N", "C", "C", "C", "C", "H", "H", "H", "H", "H", "H", "H", "H", "H", "H", "H", "H", "H"],
  "coordinates": [[-0.18, 1.20, 2.47], [0.11, 0.77, -1.48], [2.51, -0.83, -1.18], [1.61, -0.49, -0.12], [0.08, -0.52, -0.80], [-0.97, -0.69, 0.15], [-2.22, 0.12, 0.27], [0.05, 1.56, -0.86], [1.75, -1.09, 0.79], [0.13, -1.29, -1.56], [-0.43, 0.42, 2.00], [1.61, 0.53, 0.26], [-2.75, 0.28, -0.69], [-0.68, 0.89, -2.12], [-0.44, 1.21, 3.40], [-2.90, -0.17, 1.10], [-1.25, -1.72, 0.39], [2.58, 0.05, -1.68], [-1.87, 1.14, 0.44], [3.27, -1.37, -0.80]],
  "total_charge": 1,
  "e_above_lowest_kcal_mol": 122.3,
  "homo_lumo_gap_ha": 0.237,
  "homo_energy_ev": -13.60
}

---

No. 12
{
  "formula": "C4H13N2O",
  "method": "ωB97M-V/def2-TZVPD",
  "species": ["O", "N", "N", "C", "C", "C", "C", "H", "H", "H", "H", "H", "H", "H", "H", "H", "H", "H", "H", "H"],
  "coordinates": [[-0.32, -0.29, 3.43], [-1.03, 0.20, 0.54], [-1.21, 1.62, -1.89], [0.11, 0.25, -0.40], [1.36, -1.84, -0.92], [-0.15, 0.82, -1.62], [1.35, -0.52, -0.07], [2.18, 0.13, -0.36], [0.62, 0.67, -2.36], [-1.36, 1.13, 0.82], [-0.73, -0.31, 1.40], [1.49, -0.75, 0.99], [-1.86, 1.84, -1.16], [0.09, 0.57, 3.50], [0.46, -2.39, -0.63], [2.27, -2.38, -0.71], [-1.83, -0.36, 0.23], [1.40, -1.59, -1.97], [0.37, -0.96, 3.29], [-1.21, 2.13, -2.75]],
  "total_charge": 1,
  "e_above_lowest_kcal_mol": 47.3,
  "homo_lumo_gap_ha": 0.330,
  "homo_energy_ev": -12.44
}

---

No. 13
{
  "formula": "C4H13N2O",
  "method": "ωB97M-V/def2-TZVPD",
  "species": ["O", "N", "N", "C", "C", "C", "C", "H", "H", "H", "H", "H", "H", "H", "H", "H", "H", "H", "H", "H"],
  "coordinates": [[-1.96, 0.05, -1.89], [-0.03, 1.28, -0.53], [1.22, 1.01, 1.55], [0.16, -0.18, -0.74], [0.57, -0.33, 1.81], [-0.77, -0.71, -1.86], [-0.06, -0.95, 0.55], [0.40, 1.81, -1.29], [0.85, 1.32, 0.59], [-0.19, -0.08, 2.53], [2.23, 1.00, 1.64], [-2.73, -0.53, -1.86], [-1.08, -1.23, 0.77], [-0.32, -0.68, -2.85], [0.87, 1.71, 2.21], [1.23, -0.99, 2.34], [1.16, -0.34, -1.11], [-0.99, -1.74, -1.59], [0.46, -1.89, 0.39], [-1.01, 1.49, -0.68]],
  "total_charge": 1,
  "e_above_lowest_kcal_mol": 39.6,
  "homo_lumo_gap_ha": 0.409,
  "smiles": "N[C@H](CO)CC[NH3+]",
  "homo_energy_ev": -14.18
}

---

No. 14
{
  "formula": "C4H13N2O",
  "method": "ωB97M-V/def2-TZVPD",
  "species": ["O", "N", "N", "C", "C", "C", "C", "H", "H", "H", "H", "H", "H", "H", "H", "H", "H", "H", "H", "H"],
  "coordinates": [[0.31, 1.59, -1.62], [0.22, -1.33, -0.50], [-2.28, -0.95, -0.26], [-0.08, -0.46, 0.58], [-1.52, 0.10, 0.36], [2.36, 0.34, 1.03], [0.94, 0.62, 0.84], [0.95, 1.71, -2.33], [-0.58, -1.68, -1.04], [0.79, 1.30, -0.83], [2.95, 1.26, 1.02], [-3.05, -1.36, 0.25], [-2.56, -0.71, -1.21], [-0.09, -0.99, 1.55], [2.75, -0.17, 0.15], [0.49, 1.32, 1.56], [2.52, -0.27, 1.92], [-1.94, 0.35, 1.34], [-1.50, 0.98, -0.29], [0.89, -2.09, -0.38]],
  "total_charge": 2,
  "multiplicity": 2,
  "e_above_lowest_kcal_mol": 130.7,
  "homo_lumo_gap_ha": [0.289, 0.222],
  "homo_energy_ev": [-20.01, -19.09]
}

---

No. 15
{
  "formula": "C4H13N2O2",
  "method": "ωB97M-V/def2-TZVPD",
  "species": ["O", "O", "N", "N", "C", "C", "C", "C", "H", "H", "H", "H", "H", "H", "H", "H", "H", "H", "H", "H", "H"],
  "coordinates": [[0.92, -1.09, -1.93], [3.75, -0.43, -1.65], [-2.78, 1.55, 1.97], [-0.70, -1.03, -0.15], [-0.60, 1.31, 0.64], [0.07, -0.06, 0.62], [-1.28, 1.69, 1.96], [0.10, -1.82, -1.15], [-3.01, 0.68, 2.46], [0.64, -2.58, -0.54], [1.06, 0.03, 0.17], [-0.91, 1.09, 2.77], [0.09, 2.12, 0.37], [-0.71, -2.26, -1.77], [0.23, -0.45, 1.64], [-3.08, 1.26, 1.03], [3.30, -0.33, -2.50], [-1.17, 2.75, 2.18], [3.00, -0.80, -1.14], [-1.45, -0.55, -0.63], [-1.33, 1.41, -0.16]],
  "total_charge": -1,
  "e_above_lowest_kcal_mol": 25.5,
  "homo_lumo_gap_ha": 0.254,
  "homo_energy_ev": -3.03
}

---

No. 16
{
  "formula": "C4H13N2O2",
  "method": "ωB97M-V/def2-TZVPD",
  "species": ["O", "O", "N", "N", "C", "C", "C", "C", "H", "H", "H", "H", "H", "H", "H", "H", "H", "H", "H", "H", "H"],
  "coordinates": [[-2.10, 2.61, 1.78], [-1.38, -0.81, -0.49], [-1.41, 0.37, 1.60], [0.68, -0.58, -1.20], [-0.21, -0.46, -0.24], [-0.01, 0.23, 1.20], [2.63, -1.63, -2.08], [2.20, -0.54, -1.17], [0.53, -0.58, 1.88], [2.75, -0.53, -0.15], [3.75, -1.60, -2.15], [-1.53, 1.26, 2.27], [2.36, -2.68, -1.78], [-1.52, 3.34, 1.95], [2.54, 0.56, -1.41], [-2.15, 0.52, 0.85], [-2.94, 2.93, 1.44], [-1.65, -0.57, 1.94], [0.40, -0.78, -2.14], [0.49, 1.21, 0.95], [2.20, -1.64, -3.03]],
  "total_charge": 1,
  "e_above_lowest_kcal_mol": 71.3,
  "homo_lumo_gap_ha": 0.375,
  "homo_energy_ev": -13.39
}

---

No. 17
{
  "formula": "C4H13N2O2",
  "method": "ωB97M-V/def2-TZVPD",
  "species": ["O", "O", "N", "N", "C", "C", "C", "C", "H", "H", "H", "H", "H", "H", "H", "H", "H", "H", "H", "H", "H"],
  "coordinates": [[0.53, -1.55, 1.19], [-2.41, 2.27, 1.42], [-0.90, -0.19, -0.61], [2.13, -2.19, -0.25], [0.60, -0.21, -0.69], [-1.55, 1.10, -1.00], [1.12, -1.37, 0.14], [1.21, 1.13, -0.33], [0.85, -0.45, -1.74], [-1.05, -0.17, 0.42], [-2.00, 2.01, 2.27], [-1.31, 1.90, -0.33], [2.73, -1.82, -0.97], [0.98, 1.83, -1.14], [-1.40, -0.94, -1.08], [2.60, -2.74, 0.46], [-2.72, 3.17, 1.48], [-2.60, 0.81, -0.97], [2.29, 0.95, -0.26], [-1.35, 1.25, -2.07], [0.85, 1.58, 0.59]],
  "total_charge": 1,
  "e_above_lowest_kcal_mol": 35.5,
  "homo_lumo_gap_ha": 0.412,
  "homo_energy_ev": -14.22
}

---

No. 18
{
  "formula": "C4H13N2O2",
  "method": "ωB97M-V/def2-TZVPD",
  "species": ["O", "O", "N", "N", "C", "C", "C", "C", "H", "H", "H", "H", "H", "H", "H", "H", "H", "H", "H", "H", "H"],
  "coordinates": [[2.97, -1.02, -0.57], [-4.55, -0.56, 0.28], [-0.08, -1.23, -0.40], [-0.82, 1.28, 1.17], [0.77, 1.16, -0.73], [0.58, 1.19, 0.77], [-0.23, 0.05, -1.29], [2.96, -0.55, 0.65], [-0.97, 1.74, 2.11], [-0.66, -2.14, -0.68], [-4.66, -1.20, -0.42], [-1.23, 0.49, -1.49], [0.99, -1.36, -0.25], [1.83, 0.80, -0.94], [1.04, 0.19, 1.06], [-1.40, 0.46, 1.21], [3.01, -1.47, 1.45], [-5.43, -0.31, 0.62], [0.13, -0.27, -2.31], [0.61, 2.27, -1.13], [1.26, 1.97, 1.20]],
  "total_charge": 1,
  "e_above_lowest_kcal_mol": 221.3,
  "homo_lumo_gap_ha": 0.173,
  "homo_energy_ev": -13.32
}

---

No. 19
{
  "formula": "C4H13N2O2",
  "method": "ωB97M-V/def2-TZVPD",
  "species": ["O", "O", "N", "N", "C", "C", "C", "C", "H", "H", "H", "H", "H", "H", "H", "H", "H", "H", "H", "H", "H"],
  "coordinates": [[-0.03, 3.07, -0.66], [-1.57, -2.81, -1.41], [1.34, 0.90, 0.76], [-1.16, -0.22, 1.05], [1.66, -0.16, -0.22], [-0.81, -0.82, -0.26], [0.64, -1.27, -0.21], [-1.77, -2.00, -0.55], [0.93, 0.50, 1.62], [-1.00, -0.08, -1.05], [0.92, -2.10, -0.85], [2.07, 1.57, 0.93], [1.78, 0.30, -1.20], [-1.75, 0.60, 1.01], [-2.66, -2.06, 0.09], [0.43, 1.32, 0.50], [-1.69, -0.88, 1.60], [-0.29, 2.75, -1.51], [-0.45, 3.87, -0.36], [2.64, -0.60, 0.01], [0.77, -1.87, 0.71]],
  "total_charge": 1,
  "e_above_lowest_kcal_mol": 53.5,
  "homo_lumo_gap_ha": 0.378,
  "homo_energy_ev": -13.38
}

---

No. 20
{
  "formula": "C4H13N2O2",
  "method": "ωB97M-V/def2-TZVPD",
  "species": ["O", "O", "N", "N", "C", "C", "C", "C", "H", "H", "H", "H", "H", "H", "H", "H", "H", "H", "H", "H", "H"],
  "coordinates": [[1.47, 1.84, -0.19], [-0.04, -2.93, 1.84], [1.22, -0.75, 0.14], [-0.62, 2.50, -0.04], [1.33, -1.46, -1.12], [0.25, 1.52, -0.12], [-0.09, 0.12, 0.29], [-1.92, 2.25, -0.66], [2.33, -1.78, -1.28], [0.76, -2.31, -1.06], [2.10, -0.09, 0.30], [-0.94, -0.36, -0.16], [-0.34, 0.12, 1.32], [1.34, -1.33, 0.94], [-2.47, 1.49, -0.07], [-1.72, 2.01, -1.72], [-0.47, -3.69, 1.59], [-0.24, -3.00, 2.79], [-2.64, 3.06, -0.86], [-0.32, 3.56, 0.00], [1.02, -0.77, -1.93]],
  "total_charge": 1,
  "e_above_lowest_kcal_mol": 62.1,
  "homo_lumo_gap_ha": 0.392,
  "homo_energy_ev": -13.59
}